No. 1
The following is a quantum chemistry calculation of C41H22F15GeNO3PtS5 as an isolated structure in a non-equilibrium geometry, from the Open Molecules 2025 dataset.

The geometry in XYZ format:
```
89
Properties=species:S:1:pos:R:3:forces:R:3
Pt -0.1746 0.7614 0.2239 0.2 0.0 0.0
S -1.1408 2.8216 -0.1060 -0.3 0.3 -0.1
C -0.9562 2.3352 -1.7474 0.0 0.2 -0.1
N -0.3565 1.1780 -1.8401 0.2 -0.1 -0.6
C -0.1603 0.7884 -3.2059 -0.1 0.0 0.4
C 0.4655 -0.3459 -3.7382 0.3 0.5 1.0
C 0.5614 -0.5052 -5.1041 0.0 -0.1 0.1
C 0.0243 0.4390 -5.9757 -0.2 0.4 0.2
C -0.6040 1.5738 -5.4706 0.2 -0.4 -0.2
C -0.6834 1.7282 -4.0932 -0.2 0.4 0.0
S -1.3996 3.0919 -3.2495 0.2 -0.3 0.3
H 0.8984 -0.9844 -2.9546 0.0 0.3 -1.3
H 1.0512 -1.3913 -5.4911 0.0 0.1 -0.1
H 0.1016 0.2971 -7.0448 0.0 0.0 0.0
H -1.0195 2.3225 -6.1312 0.0 0.0 0.0
O -1.8150 3.7184 2.7435 0.1 -0.1 -0.1
S -1.2027 4.7513 3.6263 0.0 0.0 0.3
C 0.6025 4.7406 3.3176 -0.1 0.0 0.1
C 1.2057 3.3415 3.1521 0.1 0.1 0.2
C 1.1634 2.3852 4.3569 -0.4 0.2 -0.1
C -0.2247 1.7997 4.6724 0.3 -0.1 0.2
S -0.6011 0.3770 3.5996 0.1 -0.2 -0.1
O 0.0041 0.6957 2.2535 0.0 0.2 0.3
C -2.3773 0.5147 3.5679 0.0 0.0 -0.1
C -3.0516 0.3832 4.7762 0.0 -0.1 0.0
C -4.4346 0.4462 4.7821 0.0 0.0 0.0
C -5.1297 0.6288 3.5926 0.0 0.0 0.0
C -4.4414 0.7398 2.3950 0.0 0.0 0.0
C -3.0547 0.6798 2.3752 0.0 0.0 0.0
C -1.5719 6.3321 2.8862 0.0 0.0 -0.2
C -2.0416 6.3192 1.5801 0.0 0.2 0.1
C -2.3401 7.5275 0.9654 0.0 -0.1 0.1
C -2.1668 8.7188 1.6565 0.0 0.0 0.0
C -1.7075 8.7140 2.9665 0.0 0.0 0.0
C -1.4152 7.5136 3.5960 0.0 -0.1 0.0
H 1.0296 5.2796 4.1686 0.0 0.0 0.0
H 0.7871 5.3261 2.4169 0.0 -0.1 0.0
H 2.2563 3.5249 2.9088 0.0 -0.1 0.0
H 0.7639 2.8649 2.2849 -0.1 0.0 -0.1
H 1.5321 2.9048 5.2448 -0.1 0.0 0.1
H 1.8547 1.5577 4.1847 0.0 0.0 -0.1
H -1.0293 2.5220 4.6494 -0.1 0.0 -0.2
H -0.2352 1.3218 5.6567 0.1 0.1 0.0
H -2.5153 0.2201 5.7034 0.0 0.0 0.0
H -4.9695 0.3469 5.7172 0.0 0.0 0.0
H -6.2104 0.6783 3.6032 0.0 0.0 0.0
H -4.9770 0.8796 1.4657 0.0 0.0 0.0
H -2.5163 0.7748 1.4414 0.0 0.0 0.0
H -2.1725 5.3691 1.0814 0.0 0.0 -0.1
H -2.7115 7.5385 -0.0509 0.0 0.0 0.0
H -2.4022 9.6589 1.1747 0.0 0.0 0.0
H -1.5887 9.6468 3.5018 0.0 0.0 0.0
H -1.0786 7.4937 4.6257 0.0 0.0 0.0
O 0.6808 -1.1803 0.4950 0.0 0.4 -0.4
F 4.1081 -4.2439 -0.3842 0.0 0.0 0.0
C 3.0197 -4.5476 0.3435 0.1 0.1 -0.1
C 1.7561 -4.2258 -0.1185 0.1 -0.1 -0.2
C 0.7017 -4.5738 0.7100 0.0 0.0 0.0
F -0.5601 -4.3238 0.3377 0.0 0.0 0.0
C 0.8799 -5.2094 1.9249 0.0 0.0 0.0
F -0.1657 -5.5314 2.6883 0.0 0.0 0.0
C 2.1607 -5.5141 2.3487 0.0 0.0 0.0
F 2.3517 -6.1218 3.5166 0.0 0.0 0.0
C 3.2416 -5.1817 1.5527 0.0 0.0 0.0
F 4.4795 -5.4715 1.9574 0.0 0.0 0.0
Ge 1.3590 -3.2645 -1.8119 0.9 -1.6 1.0
S 0.3617 -1.5272 -1.0476 -1.1 0.0 0.0
C 3.0449 -3.0527 -2.8252 -0.1 0.2 -0.1
C 3.6498 -4.1419 -3.4247 -0.1 -0.2 -0.2
F 3.0746 -5.3502 -3.3322 0.1 0.1 0.0
C 4.8327 -4.0625 -4.1332 0.0 0.0 0.0
F 5.3668 -5.1471 -4.6930 0.0 0.0 0.0
C 5.4614 -2.8354 -4.2589 -0.1 0.0 0.1
F 6.5993 -2.7325 -4.9345 0.0 0.0 0.0
C 4.8981 -1.7202 -3.6651 0.0 0.0 0.0
F 5.5076 -0.5391 -3.7597 0.0 0.0 0.0
C 3.7115 -1.8434 -2.9590 0.1 0.0 0.1
F 3.2697 -0.7332 -2.3604 -0.1 0.0 0.0
C 0.1056 -4.4363 -2.7767 -0.1 0.1 -0.2
C -0.9698 -3.8837 -3.4517 -0.3 -0.5 -0.2
F -1.1401 -2.5647 -3.5292 0.1 0.1 0.1
C -1.9327 -4.6538 -4.0959 0.1 0.2 0.1
F -2.9429 -4.0713 -4.7405 0.0 0.0 0.0
C -1.8334 -6.0273 -4.0613 0.2 -0.1 0.1
F -2.7396 -6.7861 -4.6669 0.0 0.0 0.0
C -0.7754 -6.6179 -3.3824 -0.2 -0.1 -0.1
F -0.6859 -7.9469 -3.3327 0.0 0.0 0.0
C 0.1651 -5.8266 -2.7569 0.1 0.2 0.2
F 1.1336 -6.4559 -2.0835 -0.1 0.0 0.0
```
Positions in Å, forces in eV/Å.

Values from the calculation:
- highest occupied orbital energy (eV) = -7.5
- HOMO-LUMO gap (eV) = 7.60

No. 2
The following is a quantum chemistry calculation of C41H22N11O3SSn as an isolated structure in a non-equilibrium geometry, from the Open Molecules 2025 dataset.

The geometry in XYZ format:
```
79
Properties=species:S:1:pos:R:3:forces:R:3
Sn -0.2318 1.5900 1.2773 0.2 0.5 0.0
C 2.9321 7.4383 -0.1974 0.0 0.0 0.0
C 1.6511 7.9687 -0.1463 0.0 0.0 -0.1
C 0.5324 7.1428 -0.0997 -0.1 -0.3 0.0
C 0.7492 5.7801 -0.0700 0.9 0.4 0.0
C -0.1560 4.6538 0.1158 0.3 -0.5 0.0
N 0.5603 3.5163 0.2440 -0.6 -0.4 0.0
C 1.8745 3.7887 -0.0461 0.1 -0.4 -0.1
N 2.8081 2.9233 -0.2824 0.4 1.0 0.2
C 2.5636 1.6033 -0.2786 -0.5 -0.6 -0.1
C 3.6359 0.6180 -0.3175 0.1 -0.6 0.0
C 5.0121 0.7562 -0.3866 -0.2 0.1 0.0
C 5.7824 -0.3927 -0.3060 0.1 0.1 -0.1
C 5.1933 -1.6423 -0.1677 -0.1 -0.1 0.1
C 3.8107 -1.7840 -0.0893 0.0 0.0 -0.1
C 3.0497 -0.6429 -0.1738 0.3 0.4 -0.2
C 1.5388 -0.4392 -0.0687 0.8 0.2 0.0
N 0.1566 -2.7680 0.5044 -0.3 -0.1 -1.7
C -1.0577 -2.0268 0.3978 -1.6 0.2 0.0
N -1.3385 -0.7397 0.5163 0.4 0.7 -0.3
C -2.6946 -0.5844 0.2211 0.7 -1.4 0.0
N -3.4403 0.4755 0.1338 -0.8 1.3 0.1
C -3.2318 1.7605 0.1310 -0.2 -0.8 -0.1
N -2.0465 2.4384 0.1249 1.0 0.0 0.1
C -2.3118 3.7740 0.1080 0.3 -0.6 0.0
N -1.4596 4.7761 0.1177 -0.3 0.8 0.1
C -3.7458 3.9833 0.0637 -0.9 -0.4 0.0
C -4.5257 5.1263 0.0149 0.3 -0.2 0.0
C -5.9044 4.9621 0.0117 0.0 0.0 0.0
C -6.4844 3.6979 0.0307 0.0 0.1 0.0
C -5.7063 2.5486 0.0641 0.3 -0.1 0.0
C -4.3316 2.7051 0.0880 -0.3 1.0 0.0
C -3.2791 -1.8821 -0.0160 0.4 -0.6 0.0
C -4.5758 -2.2925 -0.2809 0.1 0.1 0.0
C -4.8001 -3.6502 -0.4452 0.0 0.1 0.0
C -3.7605 -4.5735 -0.3296 0.1 -0.1 0.0
C -2.4626 -4.1755 -0.0512 0.1 0.0 0.0
C -2.2272 -2.8121 0.0934 -0.6 0.2 -0.1
N 1.3973 1.0144 -0.2173 -0.8 0.4 0.0
C 2.0450 5.2381 -0.1353 -0.4 1.0 0.0
C 3.1498 6.0620 -0.2105 -0.1 -0.3 0.0
H 3.7795 8.1068 -0.2155 0.1 0.0 0.0
H 1.5224 9.0401 -0.1358 0.0 0.1 0.0
H -0.4702 7.5363 -0.0677 -0.1 0.1 0.0
H 5.4577 1.7318 -0.4886 0.1 0.1 0.0
H 6.8576 -0.3173 -0.3456 0.1 0.0 0.0
H 5.8185 -2.5199 -0.1106 0.0 -0.1 0.0
H 3.3608 -2.7553 0.0527 0.0 -0.2 0.0
H -4.0679 6.1015 -0.0211 0.0 0.1 0.0
H -6.5416 5.8324 -0.0048 -0.1 0.1 0.0
H -7.5597 3.6099 0.0204 -0.1 0.0 0.0
H -6.1508 1.5676 0.0790 -0.1 -0.1 0.0
H -5.3687 -1.5653 -0.3387 -0.2 0.0 -0.1
H -5.7952 -4.0099 -0.6621 -0.1 0.0 0.0
H -3.9721 -5.6249 -0.4526 0.0 -0.1 0.0
H -1.6732 -4.9030 0.0679 0.1 -0.1 0.0
H 4.1467 5.6551 -0.2520 0.1 -0.1 0.0
O 0.9961 -7.6825 2.2834 -0.3 -0.5 1.0
S 2.1456 -6.8120 2.3140 -0.2 -0.1 -3.2
O 1.9788 -5.5461 2.9834 -0.1 0.6 0.9
O 3.4581 -7.3841 2.3335 0.3 -0.3 0.7
C 1.9611 -6.2861 0.5021 0.7 -0.7 4.6
N 2.3898 -7.0224 -0.4688 0.6 -0.6 -2.6
C 2.2501 -6.4871 -1.6870 0.1 -0.6 0.7
C 1.6476 -5.2561 -1.8757 -0.6 1.2 0.0
C 1.1622 -4.5820 -0.7361 1.0 -2.2 0.1
N 1.3481 -5.1570 0.4750 -1.5 2.7 -1.8
C 0.5321 -3.3110 -0.6828 0.5 1.2 0.6
C 0.5433 -2.2734 -1.6842 -0.4 -0.1 -0.3
C 0.9137 -1.0269 -1.3221 -0.3 -0.5 -0.2
N 1.2838 -0.5371 1.3536 -0.1 -0.5 0.9
C 1.0584 -1.5233 2.1662 0.4 0.6 -0.3
C 0.7094 -2.8095 1.7398 0.8 -0.8 1.3
H 2.6252 -7.0835 -2.5059 0.0 0.1 -0.2
H 1.5186 -4.8468 -2.8629 0.1 0.1 -0.2
H 0.2929 -2.4887 -2.7138 0.1 0.0 -0.1
H 0.9059 -0.2717 -2.0961 0.1 0.0 -0.2
H 1.2310 -1.3055 3.2125 -0.1 -0.1 0.2
H 1.0321 -3.7315 2.2076 -0.1 -0.4 0.2
```
Positions in Å, forces in eV/Å.

Values from the calculation:
- charge = +1
- highest occupied orbital energy (alpha / beta) (eV) = -10.2 / -10.2
- HOMO-LUMO gap (alpha / beta) (eV) = 4.40 / 4.52

No. 3
The following is a quantum chemistry calculation of C41H26BrClF5N3O9OsP2 as an isolated structure in a non-equilibrium geometry, from the Open Molecules 2025 dataset.

The geometry in XYZ format:
```
89
Properties=species:S:1:pos:R:3:forces:R:3
Os 1.7269 0.7349 0.2214 0.1 -0.9 -1.4
O -0.0402 0.7700 -1.4945 1.5 0.2 0.8
P -1.4310 0.3472 -1.7800 -1.6 -0.2 -0.8
C -2.6332 1.1826 -0.6601 0.9 -0.4 0.2
P -2.0009 1.0222 1.0750 -1.6 0.0 0.2
O -0.5673 1.3799 1.1914 1.1 -0.1 -0.1
C -2.3716 -0.6346 1.7151 0.0 0.6 -0.1
C -1.6153 -1.0206 2.8172 0.0 0.1 0.0
C -1.8206 -2.2534 3.4069 0.0 0.0 0.0
C -2.7946 -3.1011 2.9033 0.0 0.0 0.0
C -3.5590 -2.7134 1.8151 -0.1 -0.1 -0.1
C -3.3545 -1.4808 1.2206 -0.1 0.1 0.0
C -2.9726 2.2290 2.0343 0.3 -0.5 -0.3
C -2.7740 3.5746 1.7470 0.0 0.0 0.0
C -3.4086 4.5438 2.5011 0.1 0.0 -0.1
C -4.2346 4.1688 3.5483 0.0 -0.1 0.1
C -4.4377 2.8286 3.8306 -0.1 0.0 0.1
C -3.8057 1.8543 3.0770 0.0 -0.1 -0.1
C -1.7496 -1.4315 -1.6263 0.2 0.4 -0.1
C -0.7521 -2.2416 -1.1105 0.1 0.2 0.1
C -0.9628 -3.6010 -0.9610 0.0 -0.1 0.0
C -2.1745 -4.1508 -1.3449 0.1 0.0 0.0
C -3.1656 -3.3468 -1.8903 -0.2 0.1 0.0
C -2.9593 -1.9873 -2.0317 0.0 0.1 0.0
C -1.8442 0.7588 -3.5027 0.1 -0.2 0.6
C -2.9010 1.5433 -3.9390 0.0 0.0 0.1
C -3.0840 1.7447 -5.2981 -0.1 0.1 -0.1
C -2.2213 1.1668 -6.2146 0.0 0.0 0.0
C -1.1597 0.3905 -5.7765 0.0 0.0 0.0
C -0.9717 0.1875 -4.4231 0.1 0.0 0.0
H -3.6418 0.7847 -0.7537 -0.1 0.0 0.0
H -2.6334 2.2511 -0.8980 0.0 -0.1 0.1
H -0.8527 -0.3523 3.1870 0.1 0.0 0.1
H -1.2108 -2.5543 4.2437 0.1 0.0 0.1
H -2.9581 -4.0655 3.3593 0.0 -0.1 0.0
H -4.3161 -3.3749 1.4218 -0.1 -0.1 0.0
H -3.9598 -1.1972 0.3728 0.0 0.0 -0.1
H -2.0991 3.8488 0.9495 0.1 0.2 -0.1
H -3.2489 5.5886 2.2847 0.0 0.1 0.0
H -4.7054 4.9239 4.1579 -0.1 0.1 0.0
H -5.0792 2.5402 4.6483 -0.1 0.0 0.1
H -3.9441 0.8066 3.3019 -0.1 -0.1 0.1
H 0.1812 -1.7949 -0.8122 0.1 -0.1 -0.1
H -0.1753 -4.2081 -0.5412 0.0 -0.1 0.0
H -2.3499 -5.2100 -1.2257 0.0 -0.1 0.0
H -4.1011 -3.7834 -2.2081 -0.1 0.0 0.0
H -3.7306 -1.3568 -2.4547 -0.1 0.0 -0.1
H -3.5796 2.0005 -3.2334 -0.1 0.0 0.1
H -3.9049 2.3554 -5.6443 -0.1 0.0 0.0
H -2.3703 1.3280 -7.2718 0.0 0.0 -0.1
H -0.4820 -0.0573 -6.4868 0.1 0.0 -0.1
H -0.1443 -0.4041 -4.0561 0.2 -0.1 -0.1
Br 6.3144 -5.1991 1.5290 0.1 -0.1 0.1
C 5.3413 -4.0625 0.3704 0.1 0.0 0.0
C 5.4172 -2.6937 0.5583 0.1 -0.1 0.0
C 4.6655 -1.8663 -0.2552 0.0 -0.4 -0.2
C 3.8488 -2.4302 -1.2231 -0.5 0.7 -0.5
C 3.8250 -3.7993 -1.4469 0.3 0.2 0.1
C 4.5816 -4.6282 -0.6414 0.0 0.0 0.1
C 2.8594 -1.5530 -1.9949 2.3 -2.8 -0.6
O 2.6497 -1.7899 -3.1659 -0.6 0.6 -0.1
O 2.3261 -0.6659 -1.2708 -2.1 3.1 2.2
H 6.0090 -2.2762 1.3573 0.1 0.0 0.0
H 4.6918 -0.7979 -0.1021 0.0 0.0 -0.1
H 3.2082 -4.2032 -2.2340 -0.1 0.0 -0.1
H 4.5685 -5.6988 -0.7747 0.0 -0.1 0.0
O 1.7645 -3.0148 0.7995 -0.3 -0.4 -0.5
Cl 1.7404 -1.9354 1.7053 1.4 -2.0 0.4
O 2.9656 -1.2199 1.6765 0.8 0.9 0.2
O 1.4083 -2.3615 2.9982 -0.5 0.0 1.0
O 0.7343 -0.9605 1.2656 -1.1 2.5 -1.2
F 3.7676 0.9414 2.8921 -0.3 0.2 0.2
C 2.8941 1.9546 2.8533 0.2 -0.1 0.0
C 2.0661 2.1260 1.7463 -0.2 -0.2 0.2
C 1.3424 3.3166 1.7150 0.0 0.1 0.1
F 0.6518 3.6277 0.6066 0.0 0.1 0.2
C 1.3154 4.2155 2.7752 0.0 -0.1 -0.2
F 0.5586 5.3181 2.7110 0.1 -0.2 0.0
C 2.0775 3.9598 3.9119 0.0 -0.1 -0.1
F 2.0435 4.7974 4.9516 0.0 -0.3 -0.4
C 2.8913 2.8330 3.9386 -0.1 -0.1 -0.1
F 3.6669 2.5940 5.0003 -0.1 0.1 -0.2
O 2.8442 1.9671 -0.8345 -1.5 0.7 -0.5
N 4.0280 1.5574 -1.1331 2.4 -1.5 0.4
C 4.7432 2.0102 -2.1085 -1.6 0.3 0.6
C 6.0660 1.5178 -2.2586 0.3 -0.4 0.2
N 7.1435 1.1579 -2.3999 0.3 -0.1 -0.1
C 4.3264 2.9753 -3.0679 -0.4 0.3 -0.1
N 4.0009 3.7527 -3.8424 -0.1 0.3 -0.3
```
Positions in Å, forces in eV/Å.

Values from the calculation:
- highest occupied orbital energy (alpha / beta) (eV) = -8.5 / -8.5
- spin multiplicity = 5
- HOMO-LUMO gap (alpha / beta) (eV) = 7.16 / 5.36